No. 1
# C4H4O2

An isolated molecule of C4H4O2 (the ωB97M-V functional and the def2-TZVPD basis, the OMol25 dataset).

Calculated values
Calculated total energy   -305.1278 a.u.
SMILES string   C#C[C@@H](O)C=O
Total charge   0
Maximum force   4.2 eV/Å
HOMO energy   -10.01 eV
Gap between HOMO and LUMO   10.622 eV

Last column: natural (NBO) charge in e.
Positions of all 10 atoms, in Å:
1 O -0.342 1.640 -0.159  -0.6854
2 C -0.028 0.474 0.539  -0.0287
3 C -1.243 -0.540 0.308  0.2795
4 O -2.014 -0.123 -0.564  -0.5770
5 C 1.195 -0.180 0.035  -0.0602
6 C 2.165 -0.739 -0.405  -0.1903
7 H -0.992 1.383 -0.847  0.4937
8 H 0.103 0.739 1.594  0.2254
9 H -1.941 -1.408 0.254  0.3031
10 H 3.030 -1.232 -0.794  0.2399

Force components x, y, z for each atom (eV/Å):
O 0.1 -0.3 0.1
C 0.0 -0.5 0.2
C -2.2 0.6 -2.3
O 0.1 2.4 -1.3
C 0.4 -0.4 -0.2
C -0.4 0.2 0.2
H 0.0 0.0 0.2
H -0.2 -0.3 -0.1
H 2.3 -1.9 3.0
H -0.1 0.1 0.1

No. 2
# C4H4O2

An isolated molecule of C4H4O2 (the ωB97M-V functional and the def2-TZVPD basis, the OMol25 dataset).

Calculated values
Calculated total energy   -305.0781 a.u.
Total charge   0
Maximum force   0.7 eV/Å
HOMO energy   -9.56 eV
Gap between HOMO and LUMO   9.652 eV

Last column: natural (NBO) charge in e.
Positions of all 10 atoms, in Å:
1 O 1.984 0.872 -0.469  -0.6941
2 C 1.400 -0.336 -0.840  -0.2419
3 C -0.061 -0.486 -0.979  0.3005
4 O -0.590 0.627 -0.392  -0.5318
5 C -1.693 0.341 0.282  0.3024
6 C -2.547 0.007 1.052  -0.3138
7 H 1.302 1.399 -0.027  0.4788
8 H 1.448 -1.109 -0.024  0.2289
9 H 1.939 -0.784 -1.676  0.2244
10 H -3.279 -0.333 1.745  0.2465

Force components x, y, z for each atom (eV/Å):
O -0.1 0.2 0.1
C -0.1 -0.2 -0.3
C 0.3 0.1 0.2
O -0.1 -0.4 0.2
C -0.5 -0.1 0.4
C 0.3 0.2 -0.3
H 0.2 0.0 0.0
H 0.1 0.1 -0.1
H 0.0 0.1 0.0
H -0.1 0.1 -0.1

No. 3
# C4H4O3

A 2-piece molecular cluster, C4H4O3 overall (the ωB97M-V functional and the def2-TZVPD basis, the OMol25 dataset).

Calculated values
Calculated total energy   -380.5009 a.u.
Total charge   0
Maximum force   1.6 eV/Å
HOMO energy   -9.79 eV
Gap between HOMO and LUMO   9.604 eV

Last column: natural (NBO) charge in e.
Positions of all 11 atoms, in Å:
1 O 2.373 1.667 1.117  -0.4965
2 C 1.552 1.460 0.364  0.5109
3 C -0.805 0.106 0.014  0.4954
4 C -0.096 -0.981 0.769  -0.7333
5 O -1.591 0.886 0.504  -0.5064
6 C -0.583 0.185 -1.500  0.3477
7 O 0.492 0.086 -2.037  -0.4797
8 H 0.942 -1.078 0.438  0.2446
9 H -0.616 -1.921 0.548  0.2450
10 H -0.152 -0.790 1.844  0.2432
11 H -1.517 0.380 -2.060  0.1291

Force components x, y, z for each atom (eV/Å):
O -0.8 -0.2 -0.8
C 1.1 0.6 0.9
C -0.3 0.1 0.3
C 0.0 0.0 0.1
O 0.3 -0.3 -0.3
C 0.3 0.0 -0.4
O -0.6 -0.1 0.3
H -0.2 -0.1 0.0
H 0.1 0.1 0.0
H 0.0 0.0 -0.2
H 0.1 0.1 -0.1

No. 4
# C4H4O3

An isolated molecule of C4H4O3 (the ωB97M-V functional and the def2-TZVPD basis, the OMol25 dataset).

Calculated values
Calculated total energy   -380.3560 a.u.
SMILES string   O=CC1=C(CO)O1
Total charge   0
Maximum force   4.2 eV/Å
HOMO energy   -9.14 eV
Gap between HOMO and LUMO   8.736 eV

Last column: natural (NBO) charge in e.
Positions of all 11 atoms, in Å:
1 C 0.941 0.261 -0.042  0.0252
2 C -0.277 0.705 0.058  0.3925
3 C 2.291 -0.146 0.001  0.3155
4 C -1.771 0.031 -0.014  -0.0868
5 O 2.706 -1.292 0.082  -0.5259
6 O 0.372 1.824 -0.189  -0.4728
7 O -1.643 -1.301 -0.213  -0.6762
8 H 3.038 0.722 0.111  0.1469
9 H -2.294 0.509 -0.920  0.2095
10 H -2.400 0.338 0.781  0.1893
11 H -0.963 -1.652 0.346  0.4826

Force components x, y, z for each atom (eV/Å):
C 0.1 -0.1 0.0
C -2.2 -1.9 -1.0
C 1.8 0.4 1.0
C 1.5 3.3 -2.0
O -0.7 0.4 -0.3
O -0.5 0.5 0.3
O -0.4 -0.8 -0.6
H -1.0 -0.8 -0.5
H 1.0 -0.7 1.0
H -0.3 0.1 1.4
H 0.5 -0.5 0.6

No. 5
# C4H4O3

A 2-piece molecular cluster, C4H4O3 overall (the ωB97M-V functional and the def2-TZVPD basis, the OMol25 dataset).

Calculated values
Calculated total energy   -380.4619 a.u.
Total charge   0
Maximum force   1.4 eV/Å
HOMO energy   -10.16 eV
Gap between HOMO and LUMO   10.833 eV

Last column: natural (NBO) charge in e.
Positions of all 11 atoms, in Å:
1 O -1.124 2.776 -2.278  -0.5010
2 C -0.749 2.712 -1.208  0.5004
3 O -1.601 -0.002 -0.538  -0.4998
4 C -1.074 -0.120 0.541  0.4251
5 C 0.155 -0.963 0.780  -0.0596
6 C 1.312 -0.845 -0.100  -0.0981
7 O 1.294 -0.220 1.182  -0.4739
8 H -0.015 -1.889 1.335  0.1997
9 H -1.466 0.405 1.435  0.1221
10 H 1.268 -0.169 -0.951  0.1952
11 H 2.000 -1.685 -0.198  0.1899

Force components x, y, z for each atom (eV/Å):
O 0.5 -0.1 1.3
C -0.4 0.1 -1.3
O 0.2 -0.1 0.5
C -0.2 0.0 -0.4
C -0.1 -0.1 0.0
C 0.1 -0.1 -0.3
O 0.1 0.1 0.2
H 0.0 0.1 -0.1
H 0.0 0.0 -0.1
H 0.0 -0.1 0.1
H -0.1 0.1 0.1

No. 6
# C4H4O3

An isolated molecule of C4H4O3 (the ωB97M-V functional and the def2-TZVPD basis, the OMol25 dataset).

Calculated values
Calculated total energy   -380.4263 a.u.
SMILES string   O=C1C=COCO1
Total charge   0
Maximum force   7.2 eV/Å
HOMO energy   -10.28 eV
Gap between HOMO and LUMO   10.632 eV

Last column: natural (NBO) charge in e.
Positions of all 11 atoms, in Å:
1 C -0.749 -0.787 0.143  0.7746
2 C 0.093 1.286 0.462  0.2269
3 C 1.495 -0.089 -0.641  0.1796
4 C 0.798 -1.004 -0.027  -0.4319
5 H -0.114 2.466 0.686  0.2097
6 H 0.903 0.650 1.284  0.1272
7 H 2.464 -0.321 -0.937  0.2123
8 H 1.177 -2.106 0.048  0.2516
9 O -1.748 -1.370 0.355  -0.5127
10 O -0.919 0.548 0.267  -0.5240
11 O 0.885 1.181 -0.709  -0.5133

Force components x, y, z for each atom (eV/Å):
C 2.3 1.5 1.5
C 6.0 3.1 2.5
C -2.5 2.4 0.1
C -2.5 -5.6 0.1
H 0.2 -3.2 -0.5
H -2.5 2.6 -1.2
H 1.6 0.6 -1.0
H -0.7 2.3 0.0
O -0.2 -2.9 -0.7
O -5.0 -0.2 -0.1
O 3.2 -0.8 -0.6

No. 7
# C4H4O3

C4H4O3 as an isolated structure (the ωB97M-V functional and the def2-TZVPD basis, the OMol25 dataset).

Calculated values
Calculated total energy   -380.4344 a.u.
Total charge   0
Maximum force   0.5 eV/Å
HOMO energy   -10.53 eV
Gap between HOMO and LUMO   10.972 eV

Last column: natural (NBO) charge in e.
Positions of all 11 atoms, in Å:
1 O -1.615 1.425 1.303  -0.4924
2 C -0.780 1.462 0.436  0.4160
3 C -0.104 0.252 -0.083  0.0112
4 C -0.307 -1.215 0.252  -0.0764
5 O 0.963 -1.538 -0.372  -0.4991
6 C 1.209 -0.179 -0.580  0.3589
7 O 0.293 0.336 -1.479  -0.4558
8 H -0.519 2.394 -0.102  0.1312
9 H -0.196 -1.393 1.322  0.2035
10 H -1.171 -1.730 -0.167  0.2012
11 H 2.227 0.186 -0.530  0.2016

Force components x, y, z for each atom (eV/Å):
O 0.2 0.0 0.0
C 0.0 0.0 0.0
C -0.3 0.1 0.1
C -0.3 0.0 0.1
O 0.3 -0.1 0.1
C 0.5 0.1 0.1
O -0.2 -0.1 -0.2
H 0.0 -0.1 0.1
H -0.3 0.1 0.0
H 0.2 0.0 -0.1
H -0.1 0.1 -0.1

No. 8
# C4H4O3

An isolated molecule of C4H4O3 (the ωB97M-V functional and the def2-TZVPD basis, the OMol25 dataset).

Calculated values
Calculated total energy   -380.4640 a.u.
SMILES string   O=CC1(C=O)CO1
Total charge   0
Maximum force   0.6 eV/Å
HOMO energy   -10.17 eV
Gap between HOMO and LUMO   10.426 eV

Last column: natural (NBO) charge in e.
Positions of all 11 atoms, in Å:
1 O 1.660 -0.255 1.648  -0.4796
2 C 1.407 -0.350 0.474  0.4355
3 C 0.083 0.091 -0.118  -0.0344
4 C -0.771 1.011 0.641  -0.0751
5 O 0.010 1.475 -0.446  -0.4451
6 C -0.538 -0.838 -1.112  0.4214
7 O -0.261 -2.012 -1.145  -0.4945
8 H 2.144 -0.734 -0.255  0.1331
9 H -1.848 1.008 0.474  0.1928
10 H -0.428 1.307 1.630  0.2168
11 H -1.263 -0.367 -1.808  0.1290

Force components x, y, z for each atom (eV/Å):
O -0.1 0.0 -0.5
C 0.1 0.1 0.4
C 0.0 -0.2 0.1
C -0.2 0.0 0.2
O 0.1 0.1 -0.1
C 0.1 -0.4 0.0
O -0.1 0.5 0.0
H -0.1 0.0 0.1
H 0.2 0.0 0.0
H 0.0 -0.1 -0.2
H 0.0 -0.1 0.1

No. 9
# C4H4O3

An isolated molecule of C4H4O3 (the ωB97M-V functional and the def2-TZVPD basis, the OMol25 dataset).

Calculated values
Calculated total energy   -380.4642 a.u.
SMILES string   O=CC(=O)[C@@H]1CO1
Total charge   0
Maximum force   0.6 eV/Å
HOMO energy   -10.06 eV
Gap between HOMO and LUMO   9.162 eV

Last column: natural (NBO) charge in e.
Positions of all 11 atoms, in Å:
1 C -1.788 -0.230 -0.342  -0.0839
2 C -0.348 -0.049 -0.554  -0.0755
3 O -0.982 -1.305 -0.773  -0.4497
4 C 0.552 -0.041 0.648  0.4478
5 O 0.208 -0.417 1.745  -0.4670
6 C 1.987 0.446 0.453  0.3463
7 O 2.382 0.907 -0.588  -0.4673
8 H -2.155 -0.311 0.680  0.2035
9 H -2.479 0.166 -1.084  0.1902
10 H 0.028 0.447 -1.447  0.2191
11 H 2.619 0.335 1.356  0.1364

Force components x, y, z for each atom (eV/Å):
C -0.3 0.2 0.1
C 0.1 0.1 -0.1
O 0.0 -0.2 -0.1
C -0.2 -0.2 0.4
O 0.2 0.1 -0.5
C 0.3 0.2 -0.4
O -0.2 -0.2 0.5
H 0.1 0.0 -0.1
H 0.1 -0.1 0.1
H -0.1 -0.1 0.2
H 0.0 0.0 -0.1

No. 10
# C4H4O3

C4H4O3 as an isolated structure (the ωB97M-V functional and the def2-TZVPD basis, the OMol25 dataset).

Calculated values
Calculated total energy   -380.3711 a.u.
Total charge   0
Maximum force   1.8 eV/Å
HOMO energy   -9.60 eV
Gap between HOMO and LUMO   10.269 eV

Last column: natural (NBO) charge in e.
Positions of all 11 atoms, in Å:
1 O -1.095 2.279 -2.080  -0.5016
2 C -0.519 1.730 -1.270  0.4885
3 O -1.960 0.017 -0.277  -0.6340
4 C -1.152 -0.004 0.652  0.2167
5 C 0.243 -0.314 0.505  0.1807
6 C 1.459 -0.683 -0.186  -0.1058
7 O 1.389 -0.236 1.211  -0.4389
8 H -0.651 -1.290 0.898  0.2129
9 H -1.375 0.267 1.698  0.1645
10 H 2.027 -0.018 -0.840  0.2162
11 H 1.636 -1.749 -0.309  0.2009

Force components x, y, z for each atom (eV/Å):
O 0.5 -0.5 0.7
C -0.3 1.1 -1.3
O -0.2 -0.1 0.3
C -0.1 1.3 -0.3
C -0.9 -1.4 0.3
C -0.1 -0.2 -0.1
O -0.1 -0.1 0.2
H 1.8 -0.2 -0.2
H -0.2 0.0 0.0
H -0.5 0.0 0.1
H 0.2 0.1 0.1